[1]
{"formula": "C16H24N4O4S", "method": "ωB97M-V/def2-TZVPD", "symbols": ["C", "O", "C", "C", "C", "C", "N", "N", "C", "S", "N", "C", "C", "N", "C", "C", "O", "C", "C", "C", "C", "O", "C", "C", "O", "H", "H", "H", "H", "H", "H", "H", "H", "H", "H", "H", "H", "H", "H", "H", "H", "H", "H", "H", "H", "H", "H", "H", "H"], "xyz": [[-7.3935, -0.1589, -0.3035], [-6.2359, -0.9668, -0.3118], [-5.0035, -0.4104, -0.1801], [-3.9534, -1.3276, -0.1902], [-2.6295, -0.9314, -0.0649], [-1.5767, -1.9177, -0.0768], [-0.3508, -1.5895, 0.0680], [0.5864, -2.5424, 0.0465], [1.9259, -2.3423, 0.1746], [2.9133, -3.6672, 0.0324], [2.4382, -1.1340, 0.4296], [1.7774, 0.1459, 0.4970], [2.7884, 1.1663, 1.0301], [4.0636, 1.0286, 0.3502], [4.0575, 1.5741, -0.9982], [5.3953, 1.2599, -1.6691], [6.4733, 1.7948, -0.9397], [6.4784, 1.2824, 0.3709], [5.1712, 1.6017, 1.0977], [-2.3336, 0.4292, 0.0733], [-3.3594, 1.3464, 0.0843], [-3.2003, 2.7101, 0.2137], [-1.8945, 3.2112, 0.3501], [-4.7052, 0.9483, -0.0411], [-5.6676, 1.9197, -0.0222], [-7.3955, 0.5505, -1.1332], [-8.2253, -0.8534, -0.4156], [-7.4970, 0.3863, 0.6365], [-4.2106, -2.3692, -0.2984], [-1.8749, -2.9628, -0.2132], [0.3189, -3.5181, -0.1073], [3.4496, -1.0685, 0.4086], [0.9188, 0.0869, 1.1692], [1.4088, 0.4393, -0.4937], [2.9597, 0.9627, 2.0900], [2.3684, 2.1820, 0.9388], [3.2541, 1.1128, -1.5734], [3.9045, 2.6679, -0.9846], [5.4425, 1.7086, -2.6625], [5.5061, 0.1684, -1.7547], [7.3247, 1.7456, 0.8803], [6.6182, 0.1912, 0.3454], [5.1943, 1.1597, 2.0959], [5.0695, 2.6966, 1.1950], [-1.3029, 0.7222, 0.1647], [-1.4088, 2.8189, 1.2488], [-2.0020, 4.2913, 0.4379], [-1.2836, 2.9758, -0.5266], [-5.2117, 2.7669, 0.0825]], "total_charge": 0, "relative_energy_ev": 4.256, "homo_lumo_gap_ha": 0.296, "e_homo_ev": -7.70}



[2]
{"formula": "C50H74F7N10O5PS", "method": "ωB97M-V/def2-TZVPD", "symbols": ["C", "C", "O", "C", "C", "C", "S", "O", "O", "C", "F", "F", "C", "F", "F", "C", "F", "F", "F", "C", "O", "C", "C", "C", "P", "N", "C", "C", "C", "C", "N", "C", "C", "O", "H", "H", "H", "H", "H", "H", "H", "H", "H", "H", "H", "H", "H", "H", "H", "H", "H", "H", "C", "C", "C", "C", "N", "H", "H", "H", "H", "H", "H", "H", "C", "C", "C", "C", "N", "H", "H", "H", "H", "H", "H", "H", "C", "C", "C", "C", "N", "H", "H", "H", "H", "H", "H", "H", "C", "C", "C", "C", "N", "H", "H", "H", "H", "H", "H", "H", "C", "C", "C", "C", "N", "H", "H", "H", "H", "H", "H", "H", "C", "C", "C", "C", "N", "H", "H", "H", "H", "H", "H", "H", "C", "C", "C", "C", "N", "H", "H", "H", "H", "H", "H", "H", "C", "C", "C", "C", "N", "H", "H", "H", "H", "H", "H", "H"], "xyz": [[-1.5053, -1.7642, -3.7981], [-1.8003, -0.3215, -4.3330], [-2.4967, 0.4001, -3.2896], [-1.9328, 1.7015, -3.1181], [-0.5755, 1.5657, -2.3226], [-0.4597, 0.9663, -1.0992], [-1.9177, 0.2767, -0.1949], [-1.4468, -0.0389, 1.1613], [-2.4161, -0.9647, -0.7750], [-3.2171, 1.6024, -0.0428], [-4.2018, 1.5352, -0.9917], [-2.5632, 2.8139, -0.2763], [-3.8694, 1.7357, 1.3876], [-2.9670, 2.1181, 2.3424], [-4.7623, 2.7932, 1.2937], [-4.7109, 0.4781, 1.8730], [-4.0498, -0.1303, 2.8807], [-5.0648, -0.3741, 0.8888], [-5.8879, 0.9641, 2.4005], [0.9849, 0.8868, -0.4792], [1.2181, 0.9456, 0.6942], [2.1611, 0.7714, -1.4992], [3.3865, 0.0507, -1.2320], [4.4306, 0.0342, -2.2739], [6.0962, -0.8387, -2.0476], [7.1591, 0.3543, -1.9187], [4.2603, 0.6989, -3.5784], [3.0210, 1.4113, -3.8643], [2.8555, 2.1237, -5.2472], [3.2763, 3.6476, -5.0698], [4.3107, 3.7694, -4.0129], [2.0092, 1.4476, -2.8139], [0.6799, 2.1838, -3.0513], [0.5261, 3.1853, -3.7040], [-2.4949, -2.2419, -3.5697], [-0.8881, -1.6769, -2.8654], [-0.9076, -2.3911, -4.5170], [-2.4270, -0.3063, -5.2703], [-0.8192, 0.1464, -4.6086], [-2.6345, 2.4483, -2.6820], [-1.6948, 2.0738, -4.1563], [3.5199, -0.4801, -0.2651], [6.4816, -1.5509, -3.2271], [6.1190, -1.6795, -0.8965], [6.6565, 1.2457, -1.9723], [5.0653, 0.6786, -4.3431], [3.4193, 1.6009, -6.0611], [1.7521, 2.1278, -5.4573], [3.7008, 4.0716, -6.0174], [2.4166, 4.3078, -4.7866], [3.8933, 3.8931, -3.0872], [4.9240, 4.5559, -4.2195], [-4.0619, 1.7309, 5.6078], [-4.0523, 2.9550, 6.5178], [-2.8465, 2.9843, 7.4597], [-2.8611, 1.7870, 8.3389], [-2.8724, 0.8573, 9.0143], [-4.1361, 0.8040, 6.1818], [-4.9207, 1.7645, 4.9344], [-3.1547, 1.6871, 4.9995], [-4.9774, 2.9721, 7.1001], [-4.0443, 3.8577, 5.9022], [-2.8742, 3.8841, 8.0827], [-1.9147, 2.9962, 6.8889], [-2.8231, 7.4973, -2.5197], [-4.2052, 6.9010, -2.7609], [-4.1676, 5.3883, -2.9993], [-3.3478, 5.0855, -4.2024], [-2.7144, 4.8523, -5.1319], [-2.1735, 7.3708, -3.3885], [-2.9011, 8.5684, -2.3263], [-2.3392, 7.0303, -1.6575], [-4.6621, 7.3996, -3.6197], [-4.8386, 7.1088, -1.8948], [-5.1783, 5.0067, -3.1529], [-3.7388, 4.8740, -2.1354], [3.6591, -5.6513, -2.1481], [2.4424, -4.8760, -2.6429], [2.7661, -3.9436, -3.8141], [3.7784, -2.9412, -3.3993], [4.5597, -2.1609, -3.0780], [4.4328, -4.9834, -1.7624], [3.3765, -6.3223, -1.3354], [4.0930, -6.2535, -2.9494], [2.0280, -4.2967, -1.8130], [1.6715, -5.5841, -2.9560], [1.8643, -3.4214, -4.1411], [3.1547, -4.5119, -4.6620], [-2.9479, -2.1299, 7.1748], [-1.5198, -1.7514, 6.8019], [-0.7559, -2.8941, 6.1263], [-0.6666, -4.0621, 7.0417], [-0.5976, -4.9629, 7.7506], [-2.9722, -2.9439, 7.9024], [-3.4590, -1.2778, 7.6246], [-3.5145, -2.4404, 6.2919], [-0.9902, -1.4351, 7.7043], [-1.5441, -0.8924, 6.1260], [0.2537, -2.5703, 5.8672], [-1.2594, -3.2010, 5.2070], [-7.8851, 5.8052, -3.0338], [-9.0941, 6.6104, -3.4950], [-8.7659, 7.5672, -4.6441], [-7.7309, 8.5434, -4.2135], [-6.9292, 9.2953, -3.8808], [-7.0983, 6.4527, -2.6402], [-8.1682, 5.1169, -2.2352], [-7.4689, 5.2182, -3.8575], [-9.4905, 7.1735, -2.6461], [-9.8791, 5.9223, -3.8178], [-9.6614, 8.1115, -4.9487], [-8.3948, 7.0145, -5.5098], [1.6372, -9.6860, -1.7583], [2.2787, -10.8526, -2.5022], [3.7879, -10.9537, -2.2632], [4.4625, -9.7167, -2.7346], [4.9798, -8.7588, -3.0990], [2.0354, -8.7263, -2.0960], [0.5602, -9.6701, -1.9339], [1.8046, -9.7679, -0.6814], [2.0805, -10.7439, -3.5719], [1.8052, -11.7833, -2.1810], [4.1985, -11.8084, -2.8036], [4.0000, -11.0912, -1.2009], [10.9924, -8.8661, -2.8582], [9.6271, -9.1409, -3.4798], [8.6280, -8.0034, -3.2519], [8.4116, -7.8071, -1.7896], [8.2532, -7.6560, -0.6622], [10.9273, -8.7694, -1.7725], [11.6787, -9.6881, -3.0700], [11.4282, -7.9477, -3.2597], [9.2289, -10.0708, -3.0647], [9.7503, -9.2956, -4.5547], [7.6731, -8.2410, -3.7247], [8.9998, -7.0731, -3.6867], [-0.3874, 7.0678, 11.4499], [-0.4659, 5.5449, 11.4613], [-0.4095, 4.9346, 10.0580], [-1.5540, 5.4193, 9.2442], [-2.4412, 5.7942, 8.6174], [-1.2352, 7.5102, 10.9226], [-0.4016, 7.4561, 12.4696], [0.5329, 7.4095, 10.9690], [-1.3901, 5.2406, 11.9594], [0.3630, 5.1500, 12.0535], [-0.4555, 3.8450, 10.1189], [0.5224, 5.2068, 9.5580]], "total_charge": 0, "relative_energy_ev": 2.281, "homo_lumo_gap_ha": 0.226, "e_homo_ev": -7.68}



[3]
{"formula": "C56H50BrN2O6Sm", "method": "ωB97M-V/def2-TZVPD", "symbols": ["Sm", "C", "C", "C", "C", "C", "C", "C", "C", "C", "C", "H", "H", "H", "H", "H", "H", "H", "H", "H", "H", "H", "H", "H", "H", "O", "C", "C", "C", "C", "C", "C", "C", "C", "C", "O", "C", "C", "C", "C", "C", "C", "C", "C", "C", "C", "C", "C", "N", "C", "C", "C", "C", "C", "C", "C", "C", "C", "C", "C", "C", "H", "H", "H", "H", "H", "H", "H", "H", "H", "H", "H", "H", "H", "H", "H", "H", "H", "H", "H", "H", "H", "H", "H", "H", "H", "H", "H", "O", "C", "O", "C", "C", "C", "C", "O", "C", "O", "C", "C", "H", "H", "H", "H", "H", "Br", "C", "C", "C", "C", "C", "N", "H", "H", "H", "H"], "xyz": [[0.3752, -1.3143, 0.6699], [0.5330, 4.3970, 1.7417], [-0.9366, 4.2066, 1.3595], [-1.1538, 4.7880, -0.0411], [-1.4123, 2.7631, 1.4692], [-2.4844, 2.2987, 0.7071], [-2.9795, 1.0179, 0.8555], [-2.4153, 0.1254, 1.7615], [-3.0233, -1.2415, 1.9559], [-1.3341, 0.5701, 2.5234], [-0.8610, 1.8748, 2.3869], [0.7910, 5.4556, 1.6863], [1.1720, 3.8523, 1.0459], [0.7524, 4.0629, 2.7553], [-1.5418, 4.7960, 2.0589], [-0.6664, 4.1622, -0.7922], [-0.7096, 5.7827, -0.0975], [-2.2097, 4.8834, -0.2929], [-2.9723, 2.9535, -0.0032], [-3.8226, 0.7049, 0.2512], [-4.0927, -1.1537, 2.1501], [-2.5672, -1.7645, 2.7967], [-2.9086, -1.8567, 1.0596], [-0.9462, -0.0451, 3.3318], [-0.0730, 2.2020, 3.0497], [-2.3398, 0.6028, -2.1777], [-2.6537, 0.1416, -3.5057], [-1.4572, 0.5763, -4.3809], [-0.3444, 0.6576, -3.3784], [-0.9748, 1.0144, -2.0489], [-0.2494, 0.2618, -0.9474], [1.2314, 0.5266, -1.0957], [1.8075, 0.4187, -2.5274], [2.9039, -0.6605, -2.5635], [2.8156, -1.9989, -1.6451], [1.9074, -2.0289, -0.5777], [2.4382, -3.1877, -2.5365], [1.4420, -3.0466, -3.4977], [1.0268, -4.1299, -4.2568], [1.5882, -5.3818, -4.0528], [2.5652, -5.5390, -3.0809], [2.9844, -4.4509, -2.3288], [4.2511, -2.1323, -1.1078], [4.5265, -1.9306, 0.2372], [5.8330, -1.9359, 0.7100], [6.8866, -2.1619, -0.1604], [6.6224, -2.3806, -1.5061], [5.3191, -2.3606, -1.9745], [0.8508, 0.2983, -3.6018], [-4.0005, 0.7839, -3.8375], [-4.1159, 1.9986, -4.5010], [-5.3566, 2.5965, -4.6782], [-6.5018, 1.9932, -4.1851], [-6.3972, 0.7874, -3.5068], [-5.1589, 0.1899, -3.3370], [-2.7693, -1.3817, -3.5277], [-3.1217, -2.0134, -4.7202], [-3.2287, -3.3922, -4.7832], [-2.9844, -4.1627, -3.6518], [-2.6462, -3.5409, -2.4624], [-2.5456, -2.1563, -2.4009], [-1.6160, 1.5762, -4.7914], [-1.2401, -0.1080, -5.1946], [-0.9595, 2.0978, -1.8722], [-0.2748, -0.7869, -1.3792], [1.7855, -0.1898, -0.5027], [3.8307, -0.1617, -2.2807], [3.0190, -1.0010, -3.5925], [0.9870, -2.0767, -3.6674], [0.2615, -3.9901, -5.0093], [1.2660, -6.2314, -4.6422], [3.0091, -6.5120, -2.9089], [3.7403, -4.5891, -1.5663], [3.7114, -1.7790, 0.9287], [6.0251, -1.7628, 1.7619], [7.9060, -2.1715, 0.2042], [7.4368, -2.5678, -2.1952], [5.1237, -2.5227, -3.0285], [-3.2411, 2.5057, -4.8872], [-5.4251, 3.5409, -5.2036], [-7.4670, 2.4642, -4.3207], [-7.2834, 0.3084, -3.1097], [-5.0848, -0.7487, -2.8029], [-3.3283, -1.4135, -5.6000], [-3.5052, -3.8669, -5.7163], [-3.0559, -5.2418, -3.7050], [-2.4483, -4.1255, -1.5726], [-2.3142, -1.6790, -1.4581], [0.0479, -2.5938, 2.4468], [-0.5296, -3.4414, 1.6939], [-0.7565, -3.1736, 0.4755], [-0.9750, -4.7467, 2.2396], [-1.2856, -5.7760, 1.3614], [-1.7345, -7.0092, 1.8280], [-1.8650, -7.1489, 3.1882], [-2.2971, -8.2335, 3.8904], [-2.2199, -7.8796, 5.2686], [-1.7639, -6.5356, 5.3546], [-1.5463, -6.1203, 4.0682], [-1.0973, -4.9064, 3.6271], [-1.1627, -5.6085, 0.3002], [-1.9774, -7.8235, 1.1595], [-1.5158, -8.5432, 5.7781], [-3.2085, -7.9649, 5.7264], [-0.8464, -4.0991, 4.3012], [2.3813, 0.9637, 1.7460], [2.9036, 1.7898, 0.0605], [4.1644, 2.1724, -0.1413], [4.5635, 2.4611, -1.5174], [3.7173, 2.2906, -2.5333], [2.2951, 1.9035, -2.3004], [1.8815, 1.8388, -0.8587], [4.8920, 2.1738, 0.6546], [5.5943, 2.7408, -1.6926], [4.0290, 2.3924, -3.5653], [1.6183, 2.5832, -2.8252]], "s2": 8.76, "total_charge": 0, "spin_multiplicity": 6, "homo_lumo_gap_ha": [0.283, 0.284], "e_homo_ev": [-7.40, -7.39]}



[4]
{"formula": "C5H10NO", "method": "ωB97M-V/def2-TZVPD", "symbols": ["C", "C", "C", "C", "N", "C", "O", "H", "H", "H", "H", "H", "H", "H", "H", "H", "H"], "xyz": [[-0.3793, -0.4687, -0.6726], [1.0323, -0.0810, -1.0412], [2.0515, 0.4136, -0.2066], [3.4054, 0.5131, -0.5813], [-0.6785, -0.1727, 0.7633], [-2.0622, -0.2685, 1.0114], [-3.0410, -0.4244, 0.1440], [-0.6063, -1.5883, -0.8054], [-1.0677, 0.1399, -1.2585], [1.4202, -0.4190, -2.0751], [1.8612, 0.8013, 0.8332], [-0.7031, 1.7032, 1.9596], [3.6594, 0.1343, -1.5536], [4.0425, 0.9769, 0.1074], [-0.2192, 2.0033, 2.4514], [-2.2052, -0.5985, 2.0246], [-1.3909, 0.8003, 0.7631]], "total_charge": -1, "relative_energy_ev": 5.128, "homo_lumo_gap_ha": 0.166, "e_homo_ev": -0.87}



[5]
{"formula": "C3H22NO10", "method": "ωB97M-V/def2-TZVPD", "symbols": ["C", "N", "C", "C", "O", "O", "H", "H", "H", "H", "H", "H", "H", "H", "O", "H", "H", "O", "H", "H", "O", "H", "H", "O", "H", "H", "O", "H", "H", "O", "H", "H", "O", "H", "H", "O"], "xyz": [[-0.0796, -0.4905, -0.9048], [0.8353, 0.0987, -0.0438], [0.6266, 1.4988, 0.3592], [0.4804, 1.5221, 1.9210], [1.6717, 1.7808, 2.6455], [-0.2379, -1.7046, -0.8814], [-0.8442, 0.2177, -1.1879], [1.6843, -0.3953, 0.1638], [-0.3216, 1.8237, -0.0160], [1.4381, 2.1941, 0.1016], [0.0507, 0.5575, 2.1607], [-0.2481, 2.3133, 2.1965], [1.5285, -2.4198, 0.2519], [2.9137, -2.2666, 0.6860], [2.0328, -2.3657, 1.0865], [-2.7505, 0.1156, -2.1725], [-1.5672, 1.6249, -1.7890], [-2.8751, 1.0445, -1.9484], [-2.7368, 0.6988, -0.4206], [-3.1416, 1.4807, 0.8620], [-2.6788, 0.6708, 0.6078], [-0.4092, 0.8078, -3.6239], [0.9095, 0.0697, -3.8194], [0.0218, 0.1133, -4.1545], [0.0265, -3.6177, 1.9960], [0.3367, -2.2728, 2.0084], [-0.1605, -2.8790, 2.5907], [-0.7707, 3.0592, -2.2699], [2.0865, 0.9320, 2.8354], [-0.6729, 2.0916, -2.1933], [-1.5659, 0.3537, 2.6016], [-1.6054, -1.0942, 2.7657], [-1.8741, -0.3008, 3.2360], [2.8565, -0.9993, -1.7559], [2.1816, -2.2971, -2.2385], [2.8587, -1.9661, -1.6564]], "total_charge": -1, "relative_energy_ev": 2.743, "homo_lumo_gap_ha": 0.291, "e_homo_ev": -5.41}



no.,strongest force on any atom (eV Å⁻¹)
1,1.042
2,5.478
3,2.740
4,7.044
5,3.774